[1]
A structure of composition C7H21N2OPSYb in a non-equilibrium geometry, computed with wB97M-V/def2-TZVPD.

Geometry as ORCA input:
```
! RIJCOSX wB97M-V def2-TZVPD def2/J DEFGRID3
* xyz 1 2
Yb 1.1021 -0.3256 0.2283
H 2.9339 -1.3574 0.3793
H 2.8395 -1.3777 -0.4004
P -0.2865 0.1240 -2.2991
C -1.2650 -1.0878 -3.2748
H -1.3021 -0.8146 -4.3486
H -0.8135 -2.0855 -3.1861
H -2.2864 -1.1437 -2.8883
C -0.8825 1.6716 -3.0735
H -0.2059 2.4831 -2.7699
H -0.9008 1.6039 -4.1765
H -1.8852 1.8986 -2.7004
C 1.2603 -0.0260 -3.2946
H 1.7067 -1.0093 -3.1894
H 1.0520 0.1385 -4.3655
H 1.9954 0.7040 -2.9760
C -0.5763 -2.1699 -0.0737
O -1.4052 -2.9418 0.2020
H 0.8916 1.6585 -0.3667
H -0.5246 0.3213 -0.4042
C 1.0049 1.4987 5.6707
N 0.3448 1.4413 4.3339
C -0.1982 0.3741 3.7383
S -0.7076 0.4254 2.1132
N -0.4026 -0.7323 4.5511
C -1.1976 -0.6021 5.8192
H 0.9791 0.5439 6.1915
H 0.4961 2.2595 6.2704
H 2.0606 1.8363 5.5815
H 0.5086 2.2230 3.7103
H -0.6805 -1.5427 4.0158
H -2.2387 -0.9584 5.6797
H -0.7377 -1.2656 6.5541
H -1.2089 0.4163 6.1983
*
```

The expectation value of S² is 0.759. As for the energy relative to the best compared isomer or geometry (same formula, charge and spin): 21.0 kcal/mol. The calculation puts the HOMO energy (spin up / spin down) at -9.914 / -10.455 eV. The largest force on an atom is 4.99 eV Å⁻¹. The HOMO-LUMO gap (spin up / spin down) comes out at 6.63 / 6.60 eV.

---

[2]
A structure of composition C18H30IrN3OSTe, computed with wB97M-V/def2-TZVPD.

Geometry as ORCA input:
```
! RIJCOSX wB97M-V def2-TZVPD def2/J DEFGRID3
* xyz 3 6
Ir 0.2094 0.5040 -0.2064
C 3.0926 -0.3910 -0.4178
N 2.1342 0.4692 -1.1623
C 2.0228 -0.0451 -2.5533
C 2.6457 1.8715 -1.1708
C 1.6213 2.8408 -1.7153
N 0.3168 2.7029 -1.0122
C -0.7818 3.0160 -1.9513
C 0.2498 3.6566 0.1191
H 4.0513 -0.4183 -0.9407
H 2.6934 -1.4005 -0.3449
H 3.2479 0.0098 0.5825
H 2.9883 0.0442 -3.0577
H 1.2777 0.5145 -3.1154
H 1.7409 -1.0959 -2.5258
H 3.5587 1.9095 -1.7718
H 2.9199 2.1297 -0.1468
H 1.4669 2.6899 -2.7830
H 1.9970 3.8600 -1.5959
H -0.6291 4.0008 -2.4001
H -1.7289 3.0384 -1.4146
H -0.8174 2.2775 -2.7537
H 0.1909 4.6813 -0.2565
H 1.1404 3.5678 0.7375
H -0.6280 3.4534 0.7299
O -2.0102 0.4326 -0.6453
C -2.8760 1.0352 0.3821
C -3.2003 -0.0142 1.4197
C -1.9613 -0.7479 1.9465
C -0.9687 0.1286 2.6543
C -1.0833 0.3876 4.0116
C -0.1231 1.1447 4.6599
C 0.9535 1.6343 3.9292
C 1.0003 1.3717 2.5819
N 0.0597 0.6424 1.9430
H -2.3134 0.7014 -1.5211
H -3.7749 1.4102 -0.1034
H -2.3327 1.8803 0.8098
H -3.8934 -0.7459 1.0028
H -3.7246 0.4833 2.2389
H -1.4485 -1.2525 1.1195
H -2.2813 -1.5358 2.6280
H -1.9204 -0.0278 4.5568
H -0.2022 1.3383 5.7216
H 1.7382 2.2133 4.3947
H 1.8128 1.7463 1.9735
Te -0.9692 -2.9906 -1.5902
C -0.6214 -4.9770 -1.5698
C -1.6214 -5.9704 -1.6402
C -1.0893 -7.2457 -1.6566
C 0.3021 -7.2393 -1.5993
S 0.9634 -5.6820 -1.5277
H -2.6791 -5.7513 -1.6828
H -1.6706 -8.1547 -1.7116
H 0.9547 -8.1021 -1.5986
*
```

The expectation value of S² is 8.779. As for the energy relative to the best compared isomer or geometry (same formula, charge and spin): 2.7 kcal/mol. The calculation puts the HOMO energy (spin up / spin down) at -17.135 / -18.108 eV. The largest force on an atom is 0.61 eV Å⁻¹. The HOMO-LUMO gap (spin up / spin down) comes out at 8.65 / 6.32 eV.